1.
A cluster of 2 separate species, C2H2O3 in total. Source: OMol25; level of theory: wB97M-V/def2-TZVPD.

Summary:
Frontier orbital gap   0.406 Eh
LUMO   0.44 eV
SMILES   O=C=O.C=O
Energy relative to the best compared isomer or geometry (same formula, charge and spin)   16.4 kcal/mol
Molar mass   74.0 g/mol
E_HOMO   -10.6 eV

```
! RIJCOSX wB97M-V def2-TZVPD def2/J DEFGRID3
* xyz 0 1
O 1.60 -1.13 -0.87
C 1.62 -0.64 0.16
H -0.31 0.71 -0.72
C -1.30 0.52 -0.09
O 1.93 -0.19 1.32
H -2.11 1.23 -0.33
O -1.42 -0.51 0.52
*
```

Atomic partial charges in e from the Löwdin method, atoms 1 to 6: atom 1 (O): 0.22, atom 2 (C): -0.35, atom 3 (H): 0.10, atom 4 (C): -0.14, atom 5 (O): 0.08, atom 6 (H): 0.08


2.
The molecule C2H2O3S. Source: OMol25; level of theory: wB97M-V/def2-TZVPD.

Summary:
Frontier orbital gap   0.368 Eh
LUMO   0.22 eV
Energy relative to the best compared isomer or geometry (same formula, charge and spin)   122.0 kcal/mol
Molar mass   106.1 g/mol
E_HOMO   -9.8 eV

```
! RIJCOSX wB97M-V def2-TZVPD def2/J DEFGRID3
* xyz 0 1
S -1.38 -0.58 -0.41
O -1.25 1.05 -0.16
O 0.03 1.59 0.14
O -1.85 -1.40 0.69
H 1.05 -1.52 -0.18
C 0.99 0.65 -0.02
H 1.95 0.86 0.20
C 0.45 -0.65 -0.26
*
```

Atomic partial charges in e from the Löwdin method, atoms 1 to 6: atom 1 (S): 0.95, atom 2 (O): -0.32, atom 3 (O): -0.06, atom 4 (O): -0.46, atom 5 (H): 0.06, atom 6 (C): -0.10


3.
A structure of composition C2H2O3Sr. Source: OMol25; level of theory: wB97M-V/def2-TZVPD.

Summary:
Frontier orbital gap   0.316 Eh
LUMO   -10.11 eV
Energy relative to the best compared isomer or geometry (same formula, charge and spin)   15.6 kcal/mol
Molar mass   161.7 g/mol
E_HOMO   -18.7 eV

```
! RIJCOSX wB97M-V def2-TZVPD def2/J DEFGRID3
* xyz 2 1
C 0.01 0.24 0.78
O 1.29 -0.51 1.01
Sr -0.46 0.66 -3.26
H -1.53 -1.00 0.43
O -1.26 -0.25 0.98
O 1.49 -0.38 -0.40
C 0.29 -0.03 -0.66
H 0.17 1.27 1.13
*
```

Atomic partial charges in e from the Löwdin method, atoms 1 to 6: atom 1 (C): -0.29, atom 2 (O): 0.10, atom 3 (Sr): 1.83, atom 4 (H): 0.12, atom 5 (O): 0.08, atom 6 (O): 0.07


4.
A structure of composition C2H2O6Tl. Source: OMol25; level of theory: wB97M-V/def2-TZVPD.

Summary:
Frontier orbital gap   0.243 Eh
LUMO   -8.14 eV
Energy relative to the best compared isomer or geometry (same formula, charge and spin)   0.0 kcal/mol
Molar mass   326.4 g/mol
E_HOMO   -14.8 eV

```
! RIJCOSX wB97M-V def2-TZVPD def2/J DEFGRID3
* xyz 1 1
C -0.73 -0.67 -1.38
O 0.83 1.84 2.11
O 0.67 -0.16 1.18
O -0.70 -0.49 -2.71
O -0.85 1.23 0.71
O -1.29 0.22 -0.68
C 0.23 0.98 1.30
H 0.25 2.63 2.14
Tl 1.72 -2.77 1.21
H -0.10 -1.22 -3.01
O -0.03 -1.60 -0.87
*
```

Atomic partial charges in e from the Löwdin method, atoms 1 to 6: atom 1 (C): -0.59, atom 2 (O): 0.23, atom 3 (O): -0.07, atom 4 (O): 0.18, atom 5 (O): 0.28, atom 6 (O): 0.23


no.,energy (a.u.),maximum force (hartree/bohr)
1,-303.10425,0.1653
2,-701.14607,0.1631
3,-332.98339,0.0650
4,-700.94835,0.1407